1.
The following is a DFT calculation (ωB97M-V/def2-TZVPD) of C47H50GeInN3O4Sb2 as an isolated structure.

The geometry in XYZ format:
```
108
Properties=species:S:1:pos:R:3:forces:R:3
Sb 0.868 0.288 -2.394 -0.73 -0.01 -1.52
Sb 2.062 3.696 -0.420 0.06 1.25 -0.20
In 0.301 0.277 0.805 0.34 -0.18 0.84
Ge -1.805 -2.544 1.260 -0.59 0.14 0.55
O 1.556 -2.095 -1.279 -0.18 0.21 0.55
O 2.544 0.669 0.296 -1.32 0.14 0.04
O -0.453 2.326 -0.379 0.75 -0.78 0.07
O 1.364 -2.003 0.854 0.12 0.37 -0.80
N 1.792 -2.598 -0.163 0.35 -0.43 0.21
N -0.015 2.693 2.391 -0.09 -0.17 -0.48
N 1.596 0.548 2.929 -0.08 -0.32 -0.77
C 0.753 -6.208 -0.510 0.03 -0.11 -0.07
C -1.582 2.875 -0.128 -0.73 0.32 0.16
C 3.467 -0.088 0.741 0.60 -0.44 0.41
C -4.282 -1.441 0.087 0.08 0.24 0.15
C -1.998 3.316 1.171 -0.33 -0.18 -0.60
C -3.919 -4.931 4.156 -0.20 -0.19 0.06
C 0.212 -5.255 -1.354 -0.02 -0.15 -0.24
C -4.851 -3.557 -1.592 -0.17 -0.14 -0.17
C -1.417 -0.723 1.855 0.61 0.09 -1.04
C -3.749 -3.602 -0.755 0.15 -0.22 0.00
C 0.542 -6.106 0.855 0.12 -0.17 0.13
C 0.883 5.285 0.528 0.20 -0.44 -0.16
C -3.363 -4.560 5.368 -0.06 -0.10 0.15
C 4.662 -1.313 2.500 -0.04 0.03 0.05
C 2.064 3.690 -3.568 0.12 -0.06 -0.38
C 3.599 -0.489 2.112 0.37 -0.10 -0.45
C 0.863 1.133 3.996 -0.19 0.36 0.52
C 0.315 1.910 -3.905 -0.32 -0.61 0.69
C -0.775 -4.112 0.526 -0.16 0.77 0.15
C 3.485 2.648 -5.749 0.17 -0.02 -0.13
C 1.359 4.328 -2.439 -0.06 -0.10 0.77
C 1.213 -1.111 -4.069 0.19 0.37 0.47
C 3.719 5.198 -0.463 -0.18 -0.46 -0.08
C -2.507 3.113 -1.184 0.21 -0.10 -0.20
C -0.545 -4.222 -0.837 -0.16 0.05 -0.03
C -3.252 3.914 1.332 0.05 0.05 0.04
C -3.477 -4.351 2.980 -0.03 0.00 -0.24
C -1.199 -0.334 -2.267 0.21 0.03 0.16
C 4.486 -0.545 -0.145 -0.14 0.13 -0.12
C 5.597 -1.767 1.603 0.24 -0.18 0.20
C -2.481 -3.384 2.977 0.22 0.18 -0.45
C -0.207 -5.060 1.363 -0.12 0.04 0.26
C -3.434 -2.543 0.087 0.53 -0.03 0.19
C 1.541 2.595 -4.288 0.53 0.31 -0.15
C 2.716 -0.015 3.129 0.00 0.02 0.58
C 3.289 4.217 -3.962 0.19 0.02 -0.05
C 4.006 3.709 -5.029 0.17 0.07 -0.09
C 2.273 2.107 -5.372 0.01 -0.03 -0.06
C 0.643 2.614 3.653 0.04 -0.07 0.64
C -5.399 -1.396 -0.728 -0.18 0.10 -0.07
C 5.498 -1.365 0.269 0.08 -0.01 0.05
C -2.359 -3.608 5.386 0.05 -0.01 0.22
C -3.723 3.713 -0.992 -0.09 0.03 0.05
C -1.190 3.164 2.346 0.08 0.23 0.66
C -1.932 -3.032 4.204 0.20 0.18 -0.06
C -4.115 4.122 0.282 -0.28 0.13 0.06
C -5.682 -2.451 -1.581 -0.15 0.01 -0.10
H 1.202 6.263 0.181 0.10 0.12 -0.15
H 3.999 5.424 0.562 0.02 0.00 0.23
H -1.231 -1.269 -1.719 -0.05 -0.21 0.05
H -5.062 -4.383 -2.264 0.02 -0.02 0.03
H 4.023 2.244 -6.599 0.00 -0.03 0.00
H -6.053 -0.533 -0.712 0.03 0.07 0.01
H -1.659 -0.467 -3.244 0.05 0.01 -0.14
H -2.218 2.788 -2.174 0.07 -0.06 -0.06
H 0.074 3.106 4.471 0.13 -0.10 -0.20
H 1.028 5.219 1.600 0.03 0.01 0.23
H -0.347 -4.972 2.435 -0.01 -0.05 0.03
H 3.081 -0.139 4.171 -0.13 0.07 -0.23
H 1.624 3.097 3.562 -0.03 0.00 0.07
H -1.670 3.541 3.275 0.14 -0.09 -0.14
H -0.168 5.143 0.319 -0.29 -0.03 -0.05
H 3.697 5.048 -3.403 0.00 0.12 0.08
H 6.241 -1.713 -0.439 -0.01 0.01 -0.11
H -1.905 -3.319 6.327 0.02 0.04 0.05
H 6.400 -2.416 1.930 -0.01 -0.01 -0.02
H 0.384 -5.309 -2.419 0.06 -0.01 -0.12
H -3.705 -5.013 6.290 -0.02 -0.02 0.02
H -0.742 -0.932 2.702 0.07 -0.04 0.19
H -1.746 0.406 -1.695 -0.19 0.14 0.07
H 4.596 4.809 -0.969 0.23 -0.11 -0.13
H 3.417 6.122 -0.946 -0.17 0.15 -0.13
H -6.542 -2.407 -2.240 -0.02 0.01 0.01
H -0.400 2.547 -3.404 -0.18 0.10 0.10
H -5.081 4.584 0.441 0.00 0.02 0.02
H 0.592 -0.861 -4.924 -0.16 0.16 -0.03
H -3.107 -4.474 -0.774 -0.01 -0.04 -0.02
H 1.870 1.268 -5.923 -0.06 -0.09 -0.05
H 4.960 4.143 -5.303 0.01 0.02 0.01
H 4.731 -1.611 3.542 -0.02 0.04 0.01
H -4.701 -5.682 4.135 -0.04 -0.03 -0.04
H 1.376 1.037 4.972 -0.07 -0.01 -0.17
H 4.398 -0.245 -1.181 -0.04 0.03 -0.04
H -3.907 -4.649 2.032 -0.13 -0.09 -0.05
H 0.983 -2.110 -3.723 -0.03 -0.18 0.17
H -3.547 4.237 2.326 0.05 -0.05 0.06
H -1.146 -2.291 4.224 0.08 0.11 0.08
H 0.300 4.103 -2.421 -0.20 0.04 0.01
H 2.257 -1.079 -4.363 0.20 -0.02 -0.08
H 1.500 5.408 -2.459 -0.02 0.05 0.07
H -0.953 -3.470 -1.499 0.02 0.00 -0.15
H 0.968 -6.841 1.527 0.03 0.00 0.01
H 1.342 -7.023 -0.911 0.05 -0.02 -0.02
H -0.120 0.657 4.050 -0.03 0.00 0.10
H -4.393 3.861 -1.832 0.04 -0.02 -0.03
H -0.158 1.418 -4.752 -0.06 -0.13 -0.01
H -4.038 -0.603 0.727 0.04 0.09 0.07
```
Positions in Å, forces in eV/Å.

Summary:
DFT total energy	-136971.782	eV
energy above the lowest of the compared OMol25 structures with the same formula, charge and spin	0.0	kcal/mol
lowest unoccupied orbital energy	4.22	eV
molecular weight	1151.9	g/mol
E_HOMO	-1.6932	eV
gap between HOMO and LUMO	5.91	eV
charge	-2

Results of the Löwdin charge analysis, in e, for atoms 1 through 5: 1.46 1.47 0.75 0.88 -0.24

2.
The following is a DFT calculation (ωB97M-V/def2-TZVPD) of a 2-piece molecular cluster, CH2ClO2S overall.

The geometry in XYZ format:
```
7
Properties=species:S:1:pos:R:3:forces:R:3
Cl 3.482 1.321 -0.106 -0.45 -0.56 0.14
S 1.543 -1.146 0.064 -3.13 0.07 1.14
O 1.831 -2.010 1.186 -0.03 1.07 0.53
O 2.031 -1.647 -1.162 0.57 0.43 -1.84
C -0.029 -0.384 0.074 2.74 -1.15 0.52
H -0.388 -0.279 1.148 0.48 0.44 -1.81
H -0.111 0.281 -0.818 -0.17 -0.30 1.30
```
Positions in Å, forces in eV/Å.

Summary:
DFT total energy	-28521.596	eV
energy above the lowest of the compared OMol25 structures with the same formula, charge and spin	22.9	kcal/mol
lowest unoccupied orbital energy	2.67	eV
molecular weight	113.5	g/mol
E_HOMO	-4.4432	eV
gap between HOMO and LUMO	7.12	eV
charge	-1

Results of the natural (NBO) charge analysis, in e, for atoms 1 through 5: -0.88 2.09 -0.91 -0.89 -0.89